1.
Here is C4H6O in the gas phase at a distorted geometry from the Open Molecules 2025 dataset. Energies are from ωB97M-V/def2-TZVPD.

Atoms and positions in Å:
O  -2.77589  0.13584  -0.19092
C  -1.62752  -0.14540  0.26573
C  -0.39911  -0.11125  -0.44081
C  1.04798  -0.61272  -0.08451
C  0.80783  0.85932  0.11065
H  -1.54412  -0.61744  1.37784
H  -0.44030  0.02422  -1.50193
H  1.64117  -1.08154  -0.79948
H  1.25306  -1.15731  0.84596
H  0.85305  1.16164  1.11964
H  1.18385  1.54464  -0.70217

Summary:
Lowest unoccupied orbital energy (eV): 0.83
HOMO level (eV): -9.812
Energy above the lowest of the compared OMol25 structures with the same formula, charge and spin (kcal/mol): 30.5
Structure (SMILES): O=CC1CC1
F_max (eV Å⁻¹): 5.05


2.
Here is an isolated ion of composition C4H12N2O and charge +2 at a distorted geometry from the Open Molecules 2025 dataset. Energies are from ωB97M-V/def2-TZVPD.

Atoms and positions in Å:
C  -3.40109  -0.36280  -0.17060
C  3.97316  -0.34931  -0.09501
C  0.42683  0.60905  0.24283
C  -0.73405  -0.33288  0.06558
N  1.59813  -0.24479  0.06818
N  -2.11416  0.43387  0.00479
O  2.70467  0.33376  -0.12066
H  -3.33432  -1.07823  0.53011
H  -4.32050  0.32957  -0.05914
H  -3.29166  -0.79063  -1.17649
H  4.58151  -0.04310  -0.94390
H  4.67802  0.19311  0.68623
H  3.82007  -1.39474  -0.01726
H  0.59792  0.95720  1.21623
H  0.55623  1.50391  -0.47711
H  -0.68735  -1.01486  -0.77588
H  -0.71628  -0.93800  0.93153
H  -2.08870  1.15959  -0.76044
H  -2.24844  1.02930  0.85103

Summary:
Lowest unoccupied orbital energy (eV): -11.02
HOMO level (eV): -20.823
Energy above the lowest of the compared OMol25 structures with the same formula, charge and spin (kcal/mol): 116.6
Total charge: +2
F_max (eV Å⁻¹): 4.37


3.
Here is C16H20BeN4O12S3Zn2 as an isolated structure at a distorted geometry from the Open Molecules 2025 dataset. Energies are from ωB97M-V/def2-TZVPD.

Atoms and positions in Å:
Zn  -1.71500  0.57150  -1.24558
Zn  -3.98416  -0.05309  2.42674
Be  -0.33175  -2.72586  3.63503
S  -2.95563  -1.97670  4.83267
O  -1.68162  -1.31229  5.01253
O  -3.66305  -2.28362  6.06581
O  -3.83110  -1.09769  4.00396
O  -2.65371  -3.16684  4.03340
S  -1.12164  -0.72828  0.89004
O  -1.41307  -1.15520  -0.44843
O  -0.84416  0.58737  0.49592
O  -2.35796  -0.72255  1.69514
O  -0.07475  -1.38379  1.68310
S  -4.05966  1.39349  -0.58636
O  -5.15114  2.09412  -1.23274
O  -3.59706  0.32841  -1.42235
O  -2.84263  2.17331  -0.66600
O  -4.24985  0.91675  0.79858
N  0.22956  2.81798  1.68244
C  -0.56125  3.88347  1.37776
C  0.01269  5.02242  1.92215
C  1.27356  4.65484  2.41634
C  1.37810  3.25792  2.31634
H  -0.03557  1.91331  1.31998
H  -1.46875  3.70463  0.82021
H  -0.50803  5.96829  1.89805
H  2.06273  5.26451  2.83097
H  2.19590  2.61413  2.60467
N  1.87662  -4.59387  -3.33301
C  1.81380  -5.47367  -2.27687
C  1.16225  -4.84906  -1.21148
C  0.72251  -3.57343  -1.69149
C  1.20771  -3.43523  -2.99037
H  2.41268  -4.78668  -4.16702
H  2.24131  -6.46538  -2.28832
H  0.99461  -5.23394  -0.21641
H  0.22987  -2.85032  -1.05839
H  1.23389  -2.59667  -3.67048
N  2.40879  -0.55224  0.55674
C  2.96339  -0.68164  -0.64880
C  4.01218  0.21422  -0.70609
C  4.29172  0.68815  0.59633
C  3.25804  0.23176  1.39861
H  1.55185  -1.03166  0.79320
H  2.52058  -1.19695  -1.48830
H  4.58305  0.51392  -1.57251
H  5.09995  1.34929  0.87211
H  2.82707  0.47363  2.35891
N  -1.39561  2.05514  -3.22686
C  -1.31023  0.67609  -3.44835
C  -0.16209  0.16843  -2.84900
C  0.41204  1.25707  -2.14180
C  -0.34636  2.39521  -2.40177
H  -2.08335  2.65778  -3.65574
H  -1.97790  0.26609  -4.19166
H  0.32250  -0.78283  -3.01231
H  1.27901  1.21317  -1.49928
H  -0.20064  3.38300  -1.99014

Summary:
Lowest unoccupied orbital energy (eV): -5.51
HOMO level (eV): -7.625
F_max (eV Å⁻¹): 8.12


4.
Here is C25H34N7O2S3Sr as an isolated structure at a distorted geometry from the Open Molecules 2025 dataset. Energies are from ωB97M-V/def2-TZVPD.

Atoms and positions in Å:
Sr  -0.45475  -0.53197  -1.73346
O  -0.06096  0.42202  4.51722
C  0.00552  1.62604  3.94614
C  0.29021  2.73110  4.75676
C  0.36092  4.00417  4.21734
C  0.16043  4.20153  2.85052
C  -0.10901  3.10057  2.04753
C  -0.20190  1.80944  2.56330
C  -0.51938  0.67755  1.61608
O  -0.45221  0.92342  0.35630
N  -0.86166  -0.45203  2.19359
N  -1.14758  -1.46462  1.25827
C  -1.67896  -2.48758  1.79633
S  -2.01685  -2.46631  3.54491
C  -2.62845  -4.16361  3.61247
C  -3.25308  -4.46407  2.26541
S  -2.04770  -4.00340  0.94112
H  -0.43278  -0.17688  3.78648
H  0.44494  2.55747  5.81823
H  0.56565  4.84993  4.86731
H  0.21480  5.19524  2.42108
H  -0.25039  3.21875  0.98105
H  -3.33605  -4.20739  4.44497
H  -1.79019  -4.83918  3.80799
H  -4.18310  -3.90118  2.12909
H  -3.44275  -5.53656  2.12680
S  0.11664  -3.09749  -1.07650
C  -2.16122  0.31424  -3.08290
N  -1.70036  1.05037  -1.91931
C  -2.71855  2.01431  -1.40433
N  -3.04524  2.98588  -2.47274
C  -3.53671  2.21470  -3.64865
N  -2.54175  1.22026  -4.19635
C  -1.29670  1.97608  -4.55505
N  -0.72395  2.72459  -3.39314
C  -0.47026  1.71172  -2.33418
C  -1.77785  3.66232  -2.86721
H  -3.00714  -0.34240  -2.82234
H  -1.32676  -0.26842  -3.49398
H  -2.31455  2.52118  -0.54137
H  -3.61508  1.48417  -1.11804
H  -3.78751  2.90956  -4.44235
H  -4.43459  1.68311  -3.35770
H  -1.49530  2.64825  -5.38381
H  -0.55712  1.26251  -4.88513
H  0.02668  2.16282  -1.46925
H  0.19083  0.97570  -2.82229
H  -1.99817  4.39891  -3.62985
H  -1.38154  4.17072  -1.99955
C  2.94609  -3.51647  0.11612
N  2.55105  -2.52530  1.20313
C  1.30801  -3.01178  1.93726
C  2.28669  -1.09648  0.69187
C  3.09318  -0.68780  -0.51742
C  4.45791  -0.41701  -0.37903
C  5.22865  -0.08353  -1.49307
C  4.58962  -0.00649  -2.73510
C  3.21089  -0.23819  -2.82194
C  2.39219  -0.60809  -1.72146
H  3.05616  -4.49739  0.59526
H  3.87744  -3.19798  -0.34312
H  2.13050  -3.53390  -0.61212
H  3.31326  -2.47051  1.85353
H  0.56071  -3.22971  1.16832
H  0.94669  -2.21453  2.59403
H  1.56448  -3.90172  2.51574
H  2.46256  -0.44565  1.55206
H  1.25669  -1.10458  0.41366
H  4.93253  -0.45742  0.60942
H  6.29064  0.12449  -1.39517
H  5.16545  0.25098  -3.62522
H  2.76011  -0.13646  -3.82356

Summary:
Lowest unoccupied orbital energy (eV): 2.15
HOMO level (eV): -2.187
Energy above the lowest of the compared OMol25 structures with the same formula, charge and spin (kcal/mol): 171.7
Total charge: -1
F_max (eV Å⁻¹): 14.82


5.
Here is C6H6O in the gas phase at a distorted geometry from the Open Molecules 2025 dataset. Energies are from ωB97M-V/def2-TZVPD.

Atoms and positions in Å:
O  -1.99509  0.26073  -1.41336
C  -0.83448  0.20172  -0.72813
C  -0.26983  -1.15434  -0.74244
C  0.82900  -1.39778  0.09755
C  1.30710  -0.24255  0.85522
C  0.62163  0.91302  0.91810
C  -0.54143  1.15908  0.22897
H  -2.02314  1.14884  -1.76622
H  -0.58019  -1.87274  -1.43714
H  1.21253  -2.38953  0.31619
H  2.15025  -0.29506  1.50238
H  0.97577  1.56692  1.70086
H  -0.85213  2.10168  0.46804

Summary:
Lowest unoccupied orbital energy (eV): 0.93
HOMO level (eV): -8.575
Energy above the lowest of the compared OMol25 structures with the same formula, charge and spin (kcal/mol): 23.4
Structure (SMILES): Oc1ccccc1
F_max (eV Å⁻¹): 4.09


6.
Here is C30H34N3O2PdSSeSi as an isolated structure from the Open Molecules 2025 dataset. Energies are from ωB97M-V/def2-TZVPD.

Atoms and positions in Å:
Pd  -0.14819  0.30437  1.14766
C  4.38803  0.76299  3.13690
Si  2.72676  0.05858  2.53993
C  2.98324  -1.80874  2.48099
C  1.57263  0.40040  3.98163
N  2.09484  0.62469  1.05850
C  2.73104  1.14075  -0.01279
C  4.13990  1.33755  -0.09136
C  4.78320  1.87834  -1.18837
C  4.07337  2.25471  -2.32235
C  2.70078  2.04886  -2.31269
C  2.06017  1.51773  -1.21116
O  0.69655  1.23505  -1.33274
C  -0.14839  2.24937  -1.66244
C  -1.19787  1.95272  -2.52348
C  -2.13960  2.92837  -2.82566
C  -2.03012  4.20076  -2.28302
C  -0.96776  4.48851  -1.43376
C  -0.02658  3.52370  -1.11866
H  4.48493  0.56368  4.20771
H  4.45227  1.84361  2.99158
H  5.24360  0.30256  2.63760
H  3.30095  -2.18440  3.45826
H  3.75538  -2.07652  1.75346
H  2.05850  -2.31882  2.20317
H  1.88229  -0.19468  4.84617
H  0.53468  0.15771  3.74362
H  1.59461  1.45635  4.26183
H  4.73485  1.05216  0.76240
H  5.86004  2.00352  -1.15509
H  4.56528  2.67748  -3.18836
H  2.10135  2.29440  -3.18277
H  -1.25984  0.95462  -2.93664
H  -2.96006  2.68967  -3.49230
H  -2.76690  4.95927  -2.51322
H  -0.88404  5.47212  -0.98904
H  0.78496  3.73017  -0.43490
C  -2.36881  -0.79665  3.42026
N  -2.83997  -0.36854  2.13012
C  -2.14997  0.60655  1.35598
Se  -1.39975  2.23570  2.02859
N  -2.91478  0.63693  0.16158
C  -3.85325  -0.35324  0.12693
C  -4.72201  -0.77811  -0.85574
C  -5.54427  -1.88177  -0.57935
C  -5.47905  -2.52984  0.64049
C  -4.59331  -2.10142  1.64231
C  -3.79318  -1.00779  1.37879
H  -2.05156  0.08363  3.98167
H  -1.52268  -1.48453  3.33162
H  -3.18431  -1.28393  3.95536
H  -2.70952  1.30136  -0.56438
H  -4.76413  -0.27457  -1.81359
H  -6.23447  -2.23169  -1.33648
H  -6.11585  -3.38487  0.82850
H  -4.53621  -2.62143  2.58968
C  -1.61521  -3.62985  -0.37864
S  -1.00509  -1.95691  -0.06787
O  -0.19173  -2.11384  1.19322
C  0.15567  -1.90084  -1.42752
C  -0.31902  -1.84269  -2.73057
C  0.58401  -1.69198  -3.77128
C  1.94354  -1.58619  -3.50123
C  2.40086  -1.64008  -2.19321
C  1.50581  -1.80227  -1.14430
H  -0.77463  -4.32138  -0.38237
H  -2.15311  -3.64778  -1.32537
H  -2.30660  -3.84590  0.43439
H  -1.38377  -1.88869  -2.93242
H  0.22526  -1.63806  -4.79149
H  2.64471  -1.43691  -4.31221
H  3.45444  -1.51422  -1.97825
H  1.83713  -1.78982  -0.11383

Summary:
Lowest unoccupied orbital energy (eV): 2.45
HOMO level (eV): -3.487
Total charge: -1
F_max (eV Å⁻¹): 0.99


Among the records above, which one has the highest lowest unoccupied orbital energy?
C30H34N3O2PdSSeSi